Computed, not measured: the molecule C6H10, with ωB97M-V/def2-TZVPD.

```
! wB97M-V def2-TZVPD RIJCOSX def2/J DEFGRID3
* xyz 0 1
C 2.673 0.549 -0.158
C 1.590 0.720 0.342
C 0.240 0.931 0.876
C -0.828 0.065 0.175
C -0.745 0.200 -1.346
C -0.726 -1.401 0.597
H 3.630 0.407 -0.607
H -0.017 1.992 0.761
H 0.232 0.723 1.953
H -1.800 0.453 0.509
H -1.575 -0.324 -1.833
H 0.193 -0.233 -1.713
H -0.770 1.249 -1.662
H -0.719 -1.505 1.688
H -1.574 -1.976 0.209
H 0.196 -1.851 0.208
*
```

Calculated values
ΔE to the lowest compared entry with this formula, charge and spin	131.9	kJ/mol
orbital gap	11.01	eV
SMILES	C#CCC(C)C

Computed, not measured: the molecule C6H10, with ωB97M-V/def2-TZVPD.

```
! wB97M-V def2-TZVPD RIJCOSX def2/J DEFGRID3
* xyz 0 1
C -1.739 -0.983 0.256
C -0.899 0.283 0.142
C 0.524 0.043 -0.364
C 1.282 1.340 -0.638
C 1.968 -1.392 0.015
C 1.182 -0.818 0.846
H -1.840 -1.470 -0.721
H -1.293 -1.716 0.938
H -2.740 -0.742 0.621
H -1.377 0.987 -0.548
H -0.826 0.791 1.112
H 0.432 -0.508 -1.314
H 1.497 1.857 0.301
H 2.236 1.144 -1.139
H 0.689 2.008 -1.275
H 0.835 -0.736 1.874
*
```

Calculated values
ΔE to the lowest compared entry with this formula, charge and spin	355.7	kJ/mol
orbital gap	10.93	eV

Computed, not measured: C6H10 as an isolated structure, with ωB97M-V/def2-TZVPD.

```
! wB97M-V def2-TZVPD RIJCOSX def2/J DEFGRID3
* xyz 0 1
C -0.672 -1.267 0.658
C -1.315 0.123 0.514
C -0.540 0.599 -0.725
C 0.864 1.130 -0.454
C 1.496 -0.195 0.004
C 0.392 -1.177 -0.457
H -0.203 -1.443 1.633
H -1.388 -2.079 0.484
H -2.391 0.066 0.321
H -1.173 0.802 1.365
H -1.122 1.111 -1.499
H 1.319 1.474 -1.389
H 0.893 1.965 0.258
H 1.626 -0.230 1.094
H 2.471 -0.396 -0.451
H -0.257 -0.484 -1.354
*
```

Calculated values
ΔE to the lowest compared entry with this formula, charge and spin	414.7	kJ/mol
orbital gap	8.23	eV

Computed, not measured: the molecule C6H10, with ωB97M-V/def2-TZVPD.

```
! wB97M-V def2-TZVPD RIJCOSX def2/J DEFGRID3
* xyz 0 1
C 2.276 0.313 0.978
C 1.246 -0.481 0.720
C 0.073 -0.126 -0.119
C 0.299 0.647 -1.390
C -1.128 -0.525 0.312
C -2.421 -0.016 -0.233
H 2.383 1.244 0.432
H 3.046 0.010 1.672
H 1.181 -1.467 1.175
H -0.385 1.486 -1.476
H 0.424 -0.018 -2.254
H 1.322 1.008 -1.447
H -1.155 -1.133 1.209
H -3.259 -0.714 -0.254
H -2.310 0.421 -1.221
H -2.785 0.817 0.386
*
```

Calculated values
ΔE to the lowest compared entry with this formula, charge and spin	108.2	kJ/mol
orbital gap	9.54	eV
SMILES	C=C/C(C)=C/C

Computed, not measured: the molecule C6H10, with ωB97M-V/def2-TZVPD.

```
! wB97M-V def2-TZVPD RIJCOSX def2/J DEFGRID3
* xyz 0 1
C 0.510 -2.407 0.841
C 0.562 -1.225 0.610
C 0.523 0.215 0.308
C 0.610 1.066 1.586
C -0.748 0.519 -0.509
C -0.691 -0.070 -1.915
H 0.459 -3.454 1.040
H 1.394 0.453 -0.319
H -0.356 1.095 2.103
H 1.356 0.661 2.277
H 0.894 2.095 1.337
H -0.891 1.606 -0.559
H -1.609 0.109 0.036
H 0.139 0.364 -2.483
H -0.540 -1.155 -1.882
H -1.612 0.129 -2.472
*
```

Calculated values
ΔE to the lowest compared entry with this formula, charge and spin	135.4	kJ/mol
orbital gap	11.10	eV
SMILES	C#C[C@H](C)CC

Computed, not measured: the molecule C6H10, with ωB97M-V/def2-TZVPD.

```
! wB97M-V def2-TZVPD RIJCOSX def2/J DEFGRID3
* xyz 0 1
C 1.962 0.531 1.150
C 1.444 -0.428 0.375
C 0.094 -0.157 -0.257
C 0.319 0.648 -1.511
C -1.047 -0.410 0.393
C -2.460 -0.331 0.027
H 1.485 1.351 1.449
H 2.879 0.294 1.657
H 1.868 -1.356 0.251
H -0.424 1.349 -1.718
H 0.524 -0.097 -2.279
H 1.310 1.233 -1.718
H -0.852 -0.842 1.387
H -2.820 -1.358 -0.062
H -2.740 0.322 -0.821
H -3.106 -0.016 0.794
*
```

Calculated values
ΔE to the lowest compared entry with this formula, charge and spin	206.6	kJ/mol
orbital gap	9.86	eV
SMILES	C=C/C(C)=C/C

Computed, not measured: the molecule C6H10, with ωB97M-V/def2-TZVPD.

```
! wB97M-V def2-TZVPD RIJCOSX def2/J DEFGRID3
* xyz 0 1
C 0.648 0.666 0.943
C 1.594 -0.036 -0.071
C 0.892 -0.963 -0.993
C -0.360 -0.297 -1.444
C -1.375 -0.328 -0.263
C -0.681 -0.097 1.093
H 0.434 1.697 0.646
H 1.144 0.725 1.916
H 2.462 -0.495 0.414
H 2.008 0.711 -0.777
H -0.793 -0.782 -2.324
H -0.170 0.762 -1.687
H -1.900 -1.288 -0.267
H -2.135 0.438 -0.448
H -0.482 -1.066 1.566
H -1.343 0.452 1.774
*
```

Calculated values
ΔE to the lowest compared entry with this formula, charge and spin	315.7	kJ/mol
orbital gap	8.09	eV

Computed, not measured: the molecule C6H10, with ωB97M-V/def2-TZVPD.

```
! wB97M-V def2-TZVPD RIJCOSX def2/J DEFGRID3
* xyz 0 1
C -0.833 -0.815 1.332
C -0.541 0.467 0.569
C 0.848 1.141 0.635
C 0.774 1.517 -0.846
C 0.497 -0.698 -1.546
C -0.328 0.484 -0.967
H -0.809 -0.635 2.413
H -1.828 -1.203 1.082
H -0.101 -1.601 1.111
H -1.306 1.212 0.820
H 1.025 1.987 1.309
H 1.664 0.424 0.808
H 1.570 -0.591 -1.342
H 0.165 -1.651 -1.123
H 0.386 -0.721 -2.633
H -1.183 0.683 -1.623
*
```

Calculated values
ΔE to the lowest compared entry with this formula, charge and spin	391.9	kJ/mol
orbital gap	8.51	eV

Computed, not measured: C6H10 as an isolated structure, with ωB97M-V/def2-TZVPD.

```
! wB97M-V def2-TZVPD RIJCOSX def2/J DEFGRID3
* xyz 0 1
C 2.073 -0.440 -0.011
C 0.613 0.008 -0.155
C -0.491 -1.036 -0.021
C -1.748 -0.179 -0.210
C -1.334 1.145 0.428
C 0.020 1.205 0.485
H 2.304 -0.930 0.956
H 2.763 0.404 -0.105
H 2.346 -1.175 -0.783
H 0.168 0.952 -0.922
H -0.407 -1.897 -0.696
H -0.503 -1.430 1.015
H -2.646 -0.636 0.212
H -1.931 -0.052 -1.298
H -1.955 2.031 0.361
H 0.686 2.043 0.674
*
```

Calculated values
ΔE to the lowest compared entry with this formula, charge and spin	248.1	kJ/mol
orbital gap	8.83	eV

Computed, not measured: the molecule C6H10, with ωB97M-V/def2-TZVPD.

```
! wB97M-V def2-TZVPD RIJCOSX def2/J DEFGRID3
* xyz 0 1
C 0.552 -1.120 0.920
C 0.097 -1.627 -0.240
C -0.373 -0.669 -1.332
C 0.050 0.703 -0.890
C -0.704 1.194 0.357
C 0.459 0.731 1.256
H 0.906 -1.752 1.752
H -0.010 -2.684 -0.530
H -1.458 -0.824 -1.419
H 0.090 -0.925 -2.292
H 0.988 0.419 -0.266
H 0.358 1.433 -1.637
H -1.619 0.641 0.590
H -0.961 2.268 0.356
H 0.416 0.651 2.320
H 1.210 1.561 1.056
*
```

Calculated values
ΔE to the lowest compared entry with this formula, charge and spin	335.3	kJ/mol
orbital gap	10.58	eV
SMILES	C1=CCCCC1

Computed, not measured: the molecule C6H10, with ωB97M-V/def2-TZVPD.

```
! wB97M-V def2-TZVPD RIJCOSX def2/J DEFGRID3
* xyz 0 1
C 0.384 -0.834 -1.089
C 0.795 0.247 -0.094
C 0.661 1.652 -0.709
C -0.035 0.250 1.167
C -1.209 -0.453 1.367
C -2.351 -1.005 1.043
H 0.985 -0.755 -2.001
H -0.672 -0.730 -1.361
H 0.525 -1.836 -0.671
H 1.849 0.101 0.185
H 0.958 2.434 -0.002
H 1.298 1.739 -1.597
H -0.376 1.839 -1.010
H -0.543 -0.819 2.260
H 0.345 0.856 1.990
H -2.572 -2.013 1.401
*
```

Calculated values
ΔE to the lowest compared entry with this formula, charge and spin	472.2	kJ/mol
orbital gap (spin up / spin down)	7.73 / 7.73	eV

Computed, not measured: C6H10AlIN3O as an isolated structure, with ωB97M-V/def2-TZVPD.

```
! wB97M-V def2-TZVPD RIJCOSX def2/J DEFGRID3
* xyz -1 1
I -2.357 0.186 -1.562
Al -1.064 -1.406 0.110
C -0.851 -0.284 1.798
C -1.608 -0.598 2.933
C -1.471 0.158 4.090
C -0.576 1.215 4.048
C 0.132 1.479 2.890
N 0.020 0.746 1.780
H 0.371 -1.802 -0.487
H -1.917 -2.736 0.391
H -2.304 -1.421 2.908
H -2.031 -0.064 4.986
H -0.428 1.842 4.917
H 0.815 2.318 2.862
C 1.419 -0.418 -4.058
O 0.910 -1.492 -4.315
N 0.792 0.580 -3.378
N 2.708 -0.119 -4.460
H 1.226 1.463 -3.195
H -0.151 0.432 -3.032
H 3.204 -0.829 -4.962
H 3.160 0.751 -4.264
*
```

Calculated values
ΔE to the lowest compared entry with this formula, charge and spin	0.0	kJ/mol
orbital gap	8.14	eV